No. 1
Below is a gas-phase ion, C3H4NO4 (charge -1), with properties calculated with wB97M-V/def2-TZVPD.

E_HOMO (spin up / spin down) = -4.351 / -1.516 eV
Total charge = -1
DFT total energy = -12852.838 eV
SMILES = O=CC(=O)OCN[O-]
LUMO level (spin up / spin down) = 0.1500 / 0.1231 hartree
Energy above the lowest of the compared OMol25 structures with the same formula, charge and spin = 1.562 eV

The geometry in XYZ format:
```
12
Properties=species:S:1:pos:R:3:forces:R:3
O 1.375 -2.075 -0.361 -1.3 -3.3 -2.4
C 1.553 -1.123 0.346 1.2 2.9 1.7
C 1.183 0.272 0.133 1.7 -2.8 1.7
O 1.838 1.066 0.809 -0.2 2.3 0.4
O 0.357 0.718 -0.860 -1.1 1.5 -2.5
C -0.964 0.300 -0.890 -1.3 -1.1 0.7
N -1.661 0.939 0.269 0.9 -1.1 0.7
O -2.472 0.144 0.889 0.0 0.9 -0.2
H 2.322 -1.208 1.200 -1.0 0.4 -0.5
H -0.961 -0.747 -0.626 -0.3 -0.6 -0.2
H -1.687 0.422 -1.771 2.0 0.4 0.5
H -0.884 1.294 0.861 -0.8 0.4 0.1
```
Forces are in eV/Å.

No. 2
Below is a molecular structure, C22H21Br2N7OPRh, with properties calculated with wB97M-V/def2-TZVPD.

E_HOMO (spin up / spin down) = -12.888 / -12.887 eV
Total charge = +2
DFT total energy = -188002.209 eV
LUMO level (spin up / spin down) = -0.2724 / -0.2725 hartree
Energy above the lowest of the compared OMol25 structures with the same formula, charge and spin = 0.763 eV

The geometry in XYZ format:
```
55
Properties=species:S:1:pos:R:3:forces:R:3
Rh -0.994 -0.089 -0.125 0.1 0.0 -0.4
C 4.003 -2.399 0.013 0.0 0.0 0.0
N 3.045 -1.291 -0.035 0.0 0.0 0.0
C 3.390 0.021 -0.073 0.0 0.1 0.0
C 2.224 0.726 -0.113 0.0 0.1 0.0
N 1.166 -0.136 -0.096 -0.1 -0.4 0.0
C 1.695 -1.372 -0.051 0.2 0.0 0.0
P 0.901 -3.021 -0.003 0.0 -0.1 -0.1
C -0.252 -2.712 -1.374 0.2 0.3 0.0
N -0.810 -1.515 -1.519 -0.5 -0.4 0.5
C -1.586 -1.541 -2.646 0.1 0.1 -0.1
C -1.447 -2.771 -3.212 0.0 -0.1 0.0
N -0.607 -3.494 -2.405 0.0 0.0 0.0
C -0.207 -4.885 -2.627 0.0 0.0 0.0
C -0.298 -2.609 1.296 0.2 0.3 0.0
N -0.857 -1.404 1.342 -0.7 -0.1 -0.2
C -1.665 -1.347 2.446 0.2 0.0 0.0
C -1.547 -2.534 3.100 0.0 -0.1 0.0
N -0.686 -3.314 2.370 0.0 0.0 0.0
C -0.297 -4.685 2.704 0.0 0.0 0.0
H 5.003 -1.977 0.013 0.0 0.0 0.0
H 3.888 -3.037 -0.860 0.0 0.0 0.0
H 3.864 -2.981 0.921 0.0 0.0 0.0
H 4.416 0.345 -0.072 0.0 0.0 0.0
H 2.102 1.788 -0.154 0.1 0.0 0.0
H -2.157 -0.694 -2.985 0.0 0.0 0.1
H -1.863 -3.183 -4.115 0.0 0.0 0.0
H -0.245 -5.091 -3.692 0.0 0.0 0.0
H -0.885 -5.556 -2.104 0.0 0.0 0.0
H 0.810 -5.032 -2.274 0.0 0.0 0.0
H -2.239 -0.474 2.706 0.0 0.0 -0.1
H -1.991 -2.881 4.017 0.0 0.0 0.0
H -0.344 -4.807 3.782 0.0 0.0 0.0
H 0.722 -4.864 2.371 0.0 0.0 0.0
H -0.974 -5.391 2.229 0.0 0.0 0.0
C 0.185 3.245 0.113 0.0 0.0 0.0
C -1.299 3.130 0.105 0.0 -0.1 0.0
C -2.085 4.283 0.182 -0.1 0.0 0.0
C -3.454 4.195 0.180 0.0 0.1 0.0
C -4.073 2.941 0.093 0.0 -0.1 0.0
C -5.477 2.726 0.076 0.1 0.0 0.0
Br -6.661 4.180 0.177 0.0 0.0 0.0
C -5.979 1.458 -0.019 0.0 0.0 0.0
C -5.118 0.352 -0.101 0.0 0.1 0.0
Br -5.838 -1.370 -0.235 0.0 0.0 0.0
C -3.748 0.516 -0.088 0.0 0.1 0.0
O -2.903 -0.503 -0.169 0.3 0.0 -0.1
C -3.225 1.817 0.013 0.0 0.0 0.0
N -1.846 1.908 0.019 0.1 0.3 0.3
H 0.494 4.284 0.193 0.0 0.0 0.0
H 0.590 2.838 -0.813 0.0 0.0 0.0
H 0.597 2.697 0.961 0.0 0.0 0.0
H -1.598 5.245 0.245 0.0 0.0 0.0
H -4.061 5.089 0.244 0.0 0.0 0.0
H -7.048 1.296 -0.033 0.0 0.0 0.0
```
Forces are in eV/Å.

No. 3
Below is 4 unconnected molecules or ions with the total composition C2H12N2O3, with properties calculated with wB97M-V/def2-TZVPD.

E_HOMO = -8.856 eV
DFT total energy = -11390.592 eV
SMILES = C/N=C\N.O.O.O
LUMO level = 0.0177 hartree
Energy above the lowest of the compared OMol25 structures with the same formula, charge and spin = 1.157 eV

The geometry in XYZ format:
```
19
Properties=species:S:1:pos:R:3:forces:R:3
C 0.638 0.528 0.882 1.5 0.8 0.1
N 1.401 -0.411 1.690 -1.3 0.0 1.0
C 1.253 -1.648 1.482 -0.3 -0.2 -1.5
N 0.799 -2.237 0.299 0.5 0.3 2.1
H -0.181 0.200 0.259 -0.2 -0.7 0.0
H 1.363 1.000 0.222 0.1 0.1 -0.4
H 0.276 1.341 1.516 -0.1 -0.2 0.1
H 1.483 -2.393 2.243 0.5 0.2 0.0
H 0.613 -1.656 -0.495 -0.4 -0.4 -0.2
H 0.612 -3.214 0.418 -0.3 0.0 -1.0
O 0.494 2.610 -1.516 0.1 0.5 -0.8
H 1.008 2.438 -0.729 0.2 0.1 0.3
H 1.045 3.184 -2.082 -0.4 -0.4 0.5
O -2.944 0.175 0.983 0.1 -0.1 -0.1
H -3.326 -0.678 1.216 0.0 0.1 0.0
H -2.366 -0.023 0.236 -0.1 0.0 0.0
O -1.050 0.077 -2.194 -0.2 -0.6 0.1
H -0.248 -0.226 -2.643 -0.2 0.5 0.2
H -0.872 0.934 -1.789 0.5 0.2 -0.4
```
Forces are in eV/Å.

No. 4
Below is a molecular structure, C22H38P2Re, with properties calculated with wB97M-V/def2-TZVPD.

E_HOMO (spin up / spin down) = -13.891 / -14.319 eV
Total charge = +2
DFT total energy = -44116.460 eV
LUMO level (spin up / spin down) = -0.2757 / -0.3021 hartree
Energy above the lowest of the compared OMol25 structures with the same formula, charge and spin = 0.000 eV
Spin multiplicity = 4

The geometry in XYZ format:
```
63
Properties=species:S:1:pos:R:3:forces:R:3
P 0.277 -2.053 -1.927 -0.5 -0.6 -0.4
P 0.283 2.977 -1.512 0.4 0.7 -0.5
C 1.510 0.802 -3.259 0.9 0.3 0.5
C 1.595 2.245 -2.683 -0.1 -0.5 0.3
H 2.349 0.673 -3.969 -0.2 0.2 0.0
H 1.682 0.006 -2.510 0.0 0.8 0.0
H 2.484 2.228 -2.029 -0.1 0.3 -0.2
H 1.787 2.959 -3.509 -0.2 -0.2 0.5
C -1.123 3.433 -2.605 -0.3 -0.2 0.1
H -1.797 4.177 -2.144 0.4 -0.4 0.0
H -1.709 2.522 -2.801 0.0 0.3 0.0
H -0.767 3.844 -3.558 0.0 -0.1 0.2
C 1.086 4.572 -1.138 0.0 0.2 0.3
H 1.015 5.294 -1.959 0.1 -0.3 -0.1
H 2.137 4.383 -0.883 -0.2 0.2 -0.1
H 0.603 5.043 -0.272 0.1 -0.2 -0.1
C -0.767 -3.487 -2.361 -0.1 0.0 0.2
H -0.611 -4.236 -1.573 -0.2 0.0 -0.4
H -0.494 -3.895 -3.340 -0.1 0.0 0.2
H -1.817 -3.172 -2.376 0.1 -0.2 0.0
C 1.930 -2.804 -2.010 0.2 0.1 0.0
H 2.670 -2.136 -1.554 0.0 -0.2 -0.1
H 2.213 -3.015 -3.046 0.0 0.1 0.2
H 1.896 -3.742 -1.449 0.2 0.1 -0.1
Re -0.094 -0.014 -4.352 2.6 1.4 7.9
C 0.183 1.285 -5.790 -0.4 1.9 -1.9
C -1.227 1.240 -5.352 -0.7 1.2 -2.1
C -2.276 0.540 -6.187 -0.9 0.1 0.3
C -2.056 -0.996 -6.285 -0.4 -0.2 0.1
C -1.033 -1.515 -5.289 -1.2 -3.4 -3.0
C 0.407 -1.494 -5.569 -1.1 -2.2 -1.3
C 0.923 -0.928 -6.879 0.4 0.1 -0.3
C 0.605 0.586 -7.076 0.4 -0.1 -0.6
C 0.015 -2.054 -0.109 -0.3 0.8 0.0
H 0.716 2.224 -5.632 -0.1 -0.1 0.3
H -1.595 2.124 -4.835 0.1 -0.1 0.1
H -2.384 0.998 -7.178 0.1 -0.1 0.2
H -3.237 0.667 -5.662 0.3 0.2 -0.3
H -3.017 -1.467 -6.028 0.4 0.0 -0.3
H -1.806 -1.295 -7.313 0.1 0.0 0.3
H -1.429 -2.274 -4.591 0.4 0.4 -0.2
H 0.978 -2.339 -5.164 0.0 0.4 0.2
H 0.547 -1.500 -7.736 0.0 0.0 0.2
H 2.013 -1.057 -6.882 -0.3 0.0 0.0
H 1.538 1.049 -7.443 -0.6 0.0 0.1
H -0.158 0.716 -7.865 0.3 0.0 0.4
H 0.788 -1.421 0.347 -0.2 -0.2 0.1
H 0.036 -3.049 0.356 0.1 0.2 -0.4
H -0.971 -1.599 0.079 0.3 -0.2 0.1
C -0.535 1.178 0.313 0.5 -0.4 -0.5
C -0.685 0.971 1.708 0.2 0.9 1.0
C -1.948 0.684 2.314 0.3 0.4 -0.7
C -2.014 0.217 3.615 -0.4 0.0 0.0
C -0.852 0.086 4.388 -0.2 -0.1 -0.5
C 0.378 0.476 3.854 0.7 0.2 0.2
C 0.463 0.954 2.561 -0.2 -0.3 -0.6
H 0.426 0.905 -0.151 -0.9 -0.2 0.4
H -1.411 1.287 -0.329 0.2 -0.5 0.2
H -2.841 0.839 1.701 0.2 -0.3 0.3
H -2.988 -0.047 4.039 0.4 0.1 -0.1
H -0.911 -0.329 5.392 0.0 0.2 -0.2
H 1.292 0.404 4.460 -0.5 0.1 -0.3
H 1.399 1.326 2.136 -0.1 -0.3 0.3
```
Forces are in eV/Å.

No. 5
Below is C3H5F2P in the gas phase, with properties calculated with wB97M-V/def2-TZVPD.

E_HOMO = -9.135 eV
DFT total energy = -17913.206 eV
SMILES = [H]/P=C(\F)[C@H](C)F
LUMO level = 0.0116 hartree
Energy above the lowest of the compared OMol25 structures with the same formula, charge and spin = 2.895 eV

The geometry in XYZ format:
```
11
Properties=species:S:1:pos:R:3:forces:R:3
H 0.384 -3.191 0.151 0.2 -1.3 0.5
P 0.180 -2.404 -0.957 0.0 1.8 1.3
C 0.341 -1.128 0.206 -0.4 1.1 -3.1
F 0.606 -1.335 1.481 0.1 0.6 0.4
C 0.273 0.437 -0.411 -2.8 -4.3 0.7
C -0.418 1.488 0.377 -2.4 1.2 -3.2
F -0.615 0.188 -1.507 0.5 0.3 0.1
H 1.201 0.486 -0.895 1.5 1.3 -0.1
H -1.508 1.253 0.590 1.4 -0.2 -0.4
H 0.014 1.778 1.236 1.8 0.7 3.1
H -0.457 2.427 -0.270 0.1 -1.1 0.7
```
Forces are in eV/Å.

No. 6
Below is a molecular structure, C4H7NO2, with properties calculated with wB97M-V/def2-TZVPD.

E_HOMO = -8.370 eV
DFT total energy = -9842.827 eV
LUMO level = 0.0184 hartree
Energy above the lowest of the compared OMol25 structures with the same formula, charge and spin = 4.453 eV

The geometry in XYZ format:
```
14
Properties=species:S:1:pos:R:3:forces:R:3
C -0.740 0.598 0.204 -1.1 -1.0 -1.2
C 1.566 -0.031 -0.063 2.0 -1.1 -0.3
N -0.866 1.747 -0.528 0.3 -0.2 0.8
O -1.060 0.744 1.524 0.5 0.2 -0.6
O 2.111 -1.164 -0.018 0.1 1.0 0.2
C -0.370 -0.598 -0.349 -1.2 2.2 2.0
C -0.359 -1.890 -0.340 1.9 -1.0 -0.6
H -0.849 -0.069 2.002 0.1 0.0 -0.2
H 0.753 -2.228 -0.277 -1.7 -0.2 -0.1
H -1.223 1.682 -1.464 0.1 0.0 0.1
H -0.997 2.603 -0.014 -0.1 0.0 -0.1
H 1.617 0.602 0.841 -0.5 0.0 0.0
H 1.614 0.553 -1.003 -0.3 0.0 0.1
H -1.195 -2.548 -0.516 -0.1 0.0 0.1
```
Forces are in eV/Å.

No. 7
Below is a molecular structure, C25H20FeO5, with properties calculated with wB97M-V/def2-TZVPD.

E_HOMO (spin up / spin down) = 2.467 / -0.364 eV
Total charge = -2
DFT total energy = -70866.474 eV
LUMO level (spin up / spin down) = 0.1673 / 0.1541 hartree
Spin multiplicity = 5

The geometry in XYZ format:
```
51
Properties=species:S:1:pos:R:3:forces:R:3
O 4.420 -3.768 -2.537 -0.8 0.0 -0.9
C 3.533 -3.060 -2.797 2.6 -1.4 1.0
Fe 2.448 -1.725 -2.479 1.3 1.4 -1.9
C 3.574 -0.475 -1.625 2.6 2.3 1.1
O 4.396 0.074 -1.025 -1.3 -1.2 -1.0
C 2.147 -2.078 -0.790 -1.7 -0.5 5.3
O 1.731 -2.044 0.297 0.6 -0.6 -2.0
C 0.672 -2.595 -2.653 -1.7 -1.5 -0.5
C -0.732 -2.264 -2.177 -0.2 0.3 0.3
C -1.079 -0.805 -1.747 -1.3 -1.0 0.0
C -0.061 0.227 -1.886 1.4 1.0 -1.1
C 1.076 0.110 -2.699 -0.5 1.9 0.1
C 1.245 -0.651 -3.934 -0.9 -0.5 -0.5
C 1.086 -2.042 -3.941 -0.6 0.1 0.1
H 0.865 -3.666 -2.487 -0.3 0.2 -0.5
H -1.458 -2.573 -2.953 0.3 0.1 0.1
H -0.956 -2.926 -1.331 0.1 0.1 0.0
H -1.972 -0.463 -2.306 0.1 -0.1 0.1
H -1.398 -0.835 -0.692 0.1 0.1 -0.7
H -0.279 1.258 -1.540 0.4 -1.2 -0.1
H 1.767 0.975 -2.585 -0.8 -0.3 -0.4
H 1.536 -0.120 -4.842 0.3 -0.1 0.3
H 1.271 -2.692 -4.802 0.1 0.4 0.1
C -5.200 2.521 0.517 0.2 0.1 0.2
C -4.594 1.720 1.498 0.3 0.0 -0.4
C -3.221 1.450 1.426 -0.4 0.1 -0.3
C -2.445 2.009 0.407 0.1 0.4 -0.1
C -0.929 1.955 0.473 0.1 -2.7 0.5
C -0.348 0.662 0.682 -0.8 2.1 0.7
C 1.060 0.654 1.054 0.6 -0.9 2.7
C 1.385 0.345 2.500 -0.1 0.5 -2.5
C 0.430 0.092 3.495 -0.6 -0.5 1.4
C 0.797 -0.240 4.812 -0.6 0.3 -1.2
C 2.147 -0.293 5.172 0.2 0.0 0.8
C 3.121 0.010 4.204 -0.2 0.2 -1.1
C 2.742 0.312 2.888 1.3 -0.3 1.1
O 1.986 0.884 0.256 0.7 0.3 -0.8
O -0.308 3.017 0.305 0.0 0.9 -0.5
C -3.059 2.778 -0.596 -0.4 -0.1 0.2
C -4.429 3.051 -0.532 0.0 -0.4 0.3
H -6.266 2.757 0.594 0.3 -0.1 -0.1
H -5.168 1.310 2.333 0.0 0.1 -0.3
H -2.724 0.807 2.154 -0.2 0.3 0.0
H -0.957 -0.170 1.027 -0.2 0.2 0.1
H -0.621 0.141 3.214 0.1 0.0 0.2
H 0.012 -0.458 5.543 0.2 0.1 -0.2
H 2.430 -0.519 6.206 0.0 0.0 -0.3
H 4.179 -0.001 4.487 -0.3 0.0 -0.2
H 3.505 0.509 2.128 -0.3 0.0 0.2
H -2.455 3.153 -1.427 -0.1 0.1 0.4
H -4.900 3.682 -1.289 0.1 -0.2 0.2
```
Forces are in eV/Å.

No. 8
Below is a molecular structure, C48H43N4O2STeTi, with properties calculated with wB97M-V/def2-TZVPD.

E_HOMO = -9.927 eV
Total charge = +1
DFT total energy = -101770.039 eV
LUMO level = -0.1178 hartree
Energy above the lowest of the compared OMol25 structures with the same formula, charge and spin = 0.013 eV

The geometry in XYZ format:
```
100
Properties=species:S:1:pos:R:3:forces:R:3
Ti 1.995 0.237 -0.562 0.0 0.6 -0.1
N 3.868 -0.268 -1.597 -0.1 0.1 0.2
C 4.907 0.234 -0.728 -0.1 0.1 0.1
C 5.825 -0.637 -0.166 0.0 0.1 0.0
C 6.706 -0.166 0.792 0.1 -0.1 0.0
C 6.653 1.165 1.187 0.0 0.0 0.0
C 5.744 2.028 0.603 0.0 0.0 -0.1
C 4.856 1.584 -0.377 0.1 0.0 0.0
C 3.912 2.502 -1.064 0.1 0.0 0.2
C 4.330 3.803 -1.325 0.0 -0.1 -0.2
C 3.501 4.687 -2.003 0.0 0.0 0.0
C 2.253 4.263 -2.427 0.0 0.0 0.0
C 1.817 2.976 -2.121 0.0 0.0 0.0
C 2.612 2.078 -1.408 0.0 0.1 0.0
H 3.859 0.205 -2.493 0.0 0.0 -0.2
H 3.942 -1.264 -1.750 0.0 -0.2 0.0
H 5.837 -1.678 -0.467 0.0 0.0 0.0
H 7.427 -0.840 1.237 0.0 0.0 0.0
H 7.324 1.527 1.955 0.0 0.0 0.0
H 5.692 3.061 0.924 0.0 0.0 0.0
H 5.323 4.117 -1.029 0.0 0.0 0.0
H 3.842 5.691 -2.220 0.0 0.0 0.0
H 1.611 4.931 -2.990 0.0 0.0 0.0
H 0.825 2.685 -2.434 0.0 0.0 0.0
Te -1.061 0.941 -1.042 0.2 -0.2 0.1
C -1.891 2.860 -0.799 -0.1 0.1 0.1
C -1.701 3.895 -1.708 0.0 0.0 0.0
C -2.188 5.165 -1.428 0.0 0.0 0.0
C -2.865 5.408 -0.240 0.0 0.0 0.0
C -3.092 4.370 0.653 0.0 -0.1 0.0
C -2.617 3.094 0.368 0.0 0.1 -0.1
C -1.443 0.842 -3.105 -0.1 0.0 -0.1
C -0.435 0.743 -4.055 0.0 0.0 0.0
C -0.764 0.649 -5.401 0.0 0.0 0.0
C -2.093 0.656 -5.798 0.0 0.0 0.0
C -3.100 0.756 -4.848 0.0 0.0 0.0
C -2.778 0.844 -3.502 0.0 0.0 0.0
H -1.185 3.716 -2.643 0.0 0.0 0.0
H -2.040 5.969 -2.138 0.0 0.0 0.0
H -3.239 6.401 -0.024 0.0 0.0 0.0
H -3.657 4.546 1.561 0.0 0.0 0.0
H -2.811 2.276 1.054 0.0 0.0 0.0
H 0.604 0.714 -3.757 0.0 0.0 0.0
H 0.023 0.571 -6.140 0.0 0.0 0.0
H -2.345 0.584 -6.848 0.0 0.0 0.0
H -4.139 0.755 -5.151 0.0 0.0 0.0
H -3.569 0.906 -2.764 0.0 0.0 0.0
C 1.133 -1.082 -1.829 -0.1 -0.1 0.2
C 0.229 -1.893 -1.970 0.1 0.0 -0.3
C -0.878 -2.771 -2.180 -0.1 0.0 0.1
C -1.510 -2.813 -3.426 0.0 0.0 0.0
C -2.624 -3.617 -3.598 0.0 0.0 0.0
C -3.116 -4.367 -2.537 0.0 0.0 0.0
C -2.494 -4.320 -1.296 0.0 0.0 0.0
C -1.374 -3.528 -1.114 0.0 0.1 0.0
H -1.127 -2.212 -4.241 0.0 0.0 0.0
H -3.115 -3.658 -4.561 0.0 0.0 0.0
H -3.988 -4.992 -2.680 0.0 0.0 0.0
H -2.884 -4.898 -0.468 0.0 0.0 0.0
H -0.885 -3.477 -0.149 0.0 0.0 0.0
C -5.541 -2.596 2.509 0.0 0.0 0.0
C -4.156 -3.173 2.617 0.0 0.0 0.0
C -3.986 -4.546 2.715 0.0 0.0 0.0
C -2.717 -5.102 2.804 0.0 0.0 0.0
C -1.604 -4.283 2.786 0.0 0.1 0.0
C -1.763 -2.900 2.707 0.1 0.0 -0.1
N -0.625 -2.061 2.597 0.0 -0.1 0.3
C 0.556 -2.201 3.282 0.2 0.0 0.0
C 0.615 -2.891 4.508 0.0 0.1 -0.2
C 1.810 -3.044 5.169 0.1 0.0 0.1
C 3.011 -2.537 4.659 0.0 0.0 0.0
C 2.983 -1.857 3.469 0.0 0.0 0.0
C 1.775 -1.666 2.780 -0.3 -0.1 0.1
C 1.806 -0.957 1.528 0.0 -0.2 -0.4
O 0.779 -0.435 0.981 0.0 0.0 0.1
O 2.887 -0.829 0.822 0.1 0.0 0.4
C -3.035 -2.330 2.624 0.0 0.0 0.0
C -3.211 -0.841 2.512 0.1 0.1 -0.1
H -6.284 -3.388 2.426 0.0 0.0 0.0
H -5.641 -1.949 1.635 0.0 0.0 0.0
H -5.794 -1.995 3.386 0.0 0.0 0.0
H -4.858 -5.189 2.713 0.0 0.0 0.0
H -2.594 -6.176 2.867 0.0 0.0 0.0
H -0.609 -4.704 2.819 0.0 0.0 0.0
H -0.638 -1.358 1.880 0.0 0.0 -0.2
H -0.294 -3.290 4.933 -0.1 0.0 0.0
H 1.813 -3.567 6.118 0.0 0.0 0.0
H 3.938 -2.673 5.199 0.0 0.0 0.0
H 3.885 -1.438 3.041 0.0 0.0 0.0
H -2.327 -0.308 2.864 0.0 0.0 0.1
H -4.068 -0.503 3.095 0.0 0.0 0.0
H -3.377 -0.535 1.473 0.0 0.0 0.0
N -0.240 2.564 2.326 0.0 0.1 0.0
C 0.823 2.972 1.616 -0.1 -0.1 0.0
N 0.680 4.024 0.817 0.0 0.0 0.0
S 2.296 2.145 1.758 0.1 -0.2 -0.2
H -1.087 3.106 2.369 0.0 0.0 0.0
H -0.072 1.858 3.020 0.0 -0.1 0.1
H -0.221 4.443 0.641 -0.1 0.0 0.0
H 1.441 4.255 0.200 0.1 0.0 0.0
```
Forces are in eV/Å.